1.
C14H18AsN5O3SSc as an isolated structure. Source: OMol25; level of theory: the ωB97M-V functional and the def2-TZVPD basis.

The geometry in XYZ format:
```
43
Properties=species:S:1:pos:R:3:lowdin_charge:R:1
Sc -1.191 -0.912 -1.807 0.970
N 1.396 4.375 3.775 0.139
C 1.205 3.583 2.690 -0.296
C 1.371 4.106 1.393 -0.003
C 1.156 3.319 0.289 -0.036
C 0.778 1.990 0.465 -0.321
C 0.606 1.448 1.734 -0.067
C 0.826 2.236 2.839 -0.013
S 0.393 1.063 -0.948 0.653
O 0.468 -0.402 -0.587 -0.425
O 1.195 1.378 -2.085 -0.242
N -1.164 1.184 -1.352 -0.160
C -2.082 1.079 -0.328 -0.475
N -2.334 2.091 0.489 0.171
C -3.310 1.932 1.373 -0.069
C -4.042 0.755 1.477 -0.016
C -3.679 -0.273 0.636 -0.076
N -2.700 -0.135 -0.262 0.056
H 1.755 5.304 3.656 0.109
H 1.380 3.990 4.701 0.108
H 1.670 5.139 1.273 0.122
H 1.280 3.709 -0.713 0.129
H 0.315 0.411 1.847 0.118
H 0.705 1.822 3.832 0.118
H -3.499 2.783 2.017 0.126
H -4.852 0.648 2.182 0.115
H -4.162 -1.241 0.681 0.130
N -0.574 -1.014 -5.078 0.008
C -0.909 -0.936 -3.974 -0.315
C 1.772 -2.422 -2.831 -0.175
As 0.802 -3.260 -1.382 1.071
C 0.644 -5.147 -1.775 -0.174
C 1.837 -3.149 0.246 -0.168
O -0.801 -2.743 -1.239 -0.533
H 2.798 -2.790 -2.810 0.060
H 1.768 -1.340 -2.720 0.027
H 1.297 -2.696 -3.769 0.040
H 1.617 -5.607 -1.928 0.052
H 0.037 -5.249 -2.673 0.052
H 0.133 -5.625 -0.942 0.050
H 2.794 -3.632 0.055 0.055
H 1.314 -3.667 1.046 0.054
H 1.989 -2.105 0.506 0.032
```

Results
Total charge: +1
HOMO energy (eV): -11.25
Max |F| (eV Å⁻¹): 2.0
Gap between HOMO and LUMO (eV): 8.02

***

2.
One molecule with the formula C8H11NO. Source: OMol25; level of theory: the ωB97M-V functional and the def2-TZVPD basis.

The geometry in XYZ format:
```
21
Properties=species:S:1:pos:R:3:lowdin_charge:R:1
C 0.516 2.013 -0.380 -0.028
C 0.129 0.783 0.392 -0.388
C -1.134 0.760 1.290 -0.068
C -1.153 -0.748 1.076 -0.120
C 0.284 -1.219 1.040 -0.107
C 1.171 0.003 1.233 -0.067
C -0.343 -0.607 -0.197 -0.203
C -0.592 -1.160 -1.530 -0.457
N 0.451 -1.199 -2.385 0.133
O -1.407 -2.092 -1.716 0.019
H 0.707 2.845 0.314 0.087
H 1.434 1.848 -0.963 0.078
H -0.287 2.328 -1.063 0.085
H -1.026 1.147 2.316 0.115
H -1.987 1.242 0.793 0.123
H -1.974 -1.448 1.228 0.146
H 0.538 -2.272 1.162 0.147
H 2.120 -0.107 0.690 0.121
H 1.360 0.363 2.257 0.116
H 0.852 -0.313 -2.665 0.096
H 0.339 -2.165 -2.891 0.173
```

Results
HOMO energy (eV): -9.15
Structure (SMILES): C[C@]12C[C@@H]3[C@H](C1)[C@@]32C(N)=O
Max |F| (eV Å⁻¹): 4.6
Gap between HOMO and LUMO (eV): 9.90

***

Looking at energy above the lowest of the compared OMol25 structures with the same formula, charge and spin for the records above, in order, we have 40.3, 296.1 kJ/mol.